[1]
Computed, not measured: a molecular structure, C9H18BiCl2N3O4PRh in a non-equilibrium geometry, with ωB97M-V/def2-TZVPD.

Geometry (Å):
1 Bi 0.164 -1.504 -4.199
2 Rh -0.351 -0.230 -2.212
3 Cl -1.183 1.589 -3.237
4 Cl 2.060 -2.987 -3.749
5 C -1.071 -1.783 -1.553
6 C -0.182 -0.240 -6.888
7 C 0.305 -2.468 -7.093
8 O -1.693 -2.622 -1.032
9 O -0.269 0.216 -7.942
10 O 0.493 -2.736 -8.191
11 C -2.055 -0.983 1.755
12 N -1.504 0.318 1.396
13 C -2.486 1.324 0.972
14 P 0.051 0.525 0.893
15 O 0.303 0.905 -0.546
16 N 0.598 1.858 1.701
17 C 1.736 2.614 1.178
18 C 0.217 2.203 3.061
19 N 0.810 -0.903 1.284
20 C 1.031 -1.199 2.694
21 C 1.853 -1.435 0.400
22 H -3.083 -1.019 1.378
23 H -2.084 -1.110 2.848
24 H -1.478 -1.820 1.340
25 H -2.367 2.246 1.555
26 H -2.394 1.565 -0.101
27 H -3.483 0.927 1.175
28 H 1.735 2.562 0.084
29 H 1.644 3.659 1.487
30 H 2.685 2.240 1.585
31 H -0.755 1.758 3.309
32 H 0.976 1.882 3.791
33 H 0.141 3.294 3.130
34 H 1.680 -2.081 2.744
35 H 1.522 -0.360 3.212
36 H 0.091 -1.440 3.205
37 H 2.036 -2.462 0.737
38 H 1.527 -1.456 -0.656
39 H 2.783 -0.847 0.486

Calculated values
F_max: 6.547 eV/A
expectation value of S²: 6.036
ΔE to the lowest compared entry with this formula, charge and spin: 216.2 kJ/mol
charge: +4
multiplicity: 5



[2]
Computed, not measured: a molecular structure, C9H18Cl2N2O2PRhS in a non-equilibrium geometry, with ωB97M-V/def2-TZVPD.

Geometry (Å):
1 C -2.515 -0.932 -3.703
2 C -1.627 -1.288 -2.536
3 H -2.739 -1.881 -4.197
4 H -2.036 -0.260 -4.421
5 H -3.450 -0.503 -3.347
6 O -1.413 -2.441 -2.267
7 Cl -2.100 2.282 -1.650
8 Rh -0.897 0.198 -1.430
9 P -1.720 -0.226 0.928
10 C -1.266 -1.638 1.990
11 C -1.802 1.071 2.249
12 H -3.841 0.320 0.018
13 H -4.017 -0.731 1.474
14 H -3.520 -1.432 -0.098
15 C -3.466 -0.555 0.548
16 H -1.946 2.039 1.762
17 H -2.624 0.840 2.934
18 H -2.069 -1.818 2.722
19 H -0.345 -1.389 2.535
20 H -0.844 1.064 2.781
21 H -1.100 -2.546 1.401
22 C 0.064 -1.292 -0.872
23 O 0.623 -2.200 -0.408
24 Cl 0.094 1.947 0.107
25 S 1.766 0.270 -1.952
26 C 2.815 0.670 -0.649
27 N 2.966 1.845 -0.012
28 C 4.003 1.862 0.959
29 C 4.596 0.474 0.868
30 N 3.762 -0.176 -0.168
31 H 2.180 2.498 -0.016
32 H 3.646 2.073 1.951
33 H 4.734 2.603 0.686
34 H 4.524 -0.089 1.812
35 H 5.649 0.476 0.540
36 H 3.917 -1.134 -0.536

Calculated values
F_max: 5.119 eV/A
expectation value of S²: 6.035
charge: +2
multiplicity: 5



[3]
Computed, not measured: 4 unconnected molecules or ions with the total composition C9H18Cl6O3 in a non-equilibrium geometry, with ωB97M-V/def2-TZVPD.

Geometry (Å):
1 C -4.661 -1.492 1.362
2 O -4.032 -2.102 0.258
3 C -3.599 -1.284 -0.706
4 O -3.722 -0.100 -0.740
5 O -3.018 -2.031 -1.641
6 C -2.431 -1.328 -2.735
7 H -5.174 -0.582 1.051
8 H -3.955 -1.243 2.154
9 H -5.394 -2.183 1.769
10 H -1.672 -1.980 -3.147
11 H -2.044 -0.363 -2.421
12 H -3.196 -1.119 -3.487
13 Cl -3.407 4.398 0.584
14 C -3.005 2.733 1.033
15 C -2.322 2.652 2.381
16 Cl -0.586 3.098 2.278
17 H -2.357 2.304 0.272
18 H -3.924 2.152 1.045
19 H -2.314 1.623 2.726
20 H -2.790 3.335 3.083
21 Cl 5.543 -1.690 1.814
22 C 6.633 -1.727 0.391
23 C 5.938 -2.344 -0.805
24 Cl 4.523 -1.426 -1.301
25 H 7.459 -2.366 0.689
26 H 6.963 -0.714 0.192
27 H 5.656 -3.357 -0.524
28 H 6.657 -2.427 -1.619
29 Cl -0.203 1.458 -1.142
30 C 1.161 0.901 -0.143
31 C 2.498 1.298 -0.717
32 Cl 2.669 3.076 -0.820
33 H 1.155 -0.192 -0.199
34 H 0.997 1.227 0.876
35 H 2.653 0.897 -1.715
36 H 3.299 0.901 -0.096

Calculated values
SMILES: COC(=O)OC.ClCCCl.ClCCCl.ClCCCl
F_max: 1.134 eV/A
ΔE to the lowest compared entry with this formula, charge and spin: 0.0 kJ/mol



[4]
Computed, not measured: a molecular structure, C9H18ClINO9P3S2 in a non-equilibrium geometry, with ωB97M-V/def2-TZVPD.

Geometry (Å):
1 C 2.069 -2.068 -1.738
2 P 1.588 -0.519 -0.823
3 C 2.438 0.885 -1.727
4 C -0.276 -0.280 -0.714
5 P -0.715 -1.304 0.812
6 O -2.336 -1.739 0.781
7 O -0.439 -0.458 2.192
8 S 0.253 -2.938 1.018
9 C -1.127 -0.542 -2.037
10 I -0.035 -0.304 -3.958
11 P -1.900 -2.256 -2.268
12 O -1.624 -2.881 -3.594
13 O -2.017 0.580 -2.155
14 C -1.217 1.672 -1.706
15 O -1.111 2.650 -2.341
16 C -0.719 1.207 -0.319
17 N -2.003 1.309 0.477
18 C 0.261 2.074 0.527
19 C 0.900 3.318 -0.181
20 C 2.292 3.602 0.470
21 Cl 3.442 4.438 -0.656
22 H 2.802 -2.638 -1.147
23 H 2.441 -1.800 -2.744
24 H 1.163 -2.690 -1.870
25 H 1.689 1.464 -2.292
26 H 3.127 0.439 -2.473
27 H 3.066 1.510 -1.073
28 H -2.755 -1.171 1.455
29 H -1.276 -0.329 2.676
30 H -3.294 -2.221 -1.967
31 H -1.319 -3.072 -1.252
32 H -2.657 0.573 0.206
33 H -2.432 2.174 0.139
34 H 1.088 1.488 0.976
35 H -0.291 2.469 1.397
36 H 0.278 4.209 0.031
37 H 1.072 3.206 -1.258
38 H 2.803 2.674 0.786
39 H 2.151 4.194 1.393
40 O -2.193 -4.078 5.694
41 S -1.074 -3.390 4.996
42 O -0.251 -4.389 4.260
43 O -0.226 -2.675 5.990
44 O -1.636 -2.393 4.016

Calculated values
F_max: 4.097 eV/A
charge: -2



[5]
Computed, not measured: 2 unconnected molecules or ions with the total composition C9H18ClN2O in a non-equilibrium geometry, with ωB97M-V/def2-TZVPD.

Geometry (Å):
1 C 2.721 0.201 2.706
2 C 1.594 -0.548 2.852
3 C 0.679 -0.883 1.757
4 C 1.151 -0.873 4.258
5 C -0.703 2.002 -1.270
6 C -1.736 1.294 -3.295
7 C 0.411 0.393 -2.678
8 C -1.178 -2.319 1.266
9 C -1.621 -0.227 -1.378
10 N -0.113 -2.073 1.947
11 N -0.839 0.780 -2.249
12 O 0.595 -0.268 0.711
13 Cl -1.967 -1.632 -2.435
14 H 3.384 0.292 3.497
15 H 3.196 0.416 1.756
16 H 0.993 -1.907 4.479
17 H 0.180 -0.438 4.338
18 H 1.662 -0.365 4.997
19 H 0.055 1.771 -0.530
20 H -0.619 2.932 -1.791
21 H -1.600 1.949 -0.701
22 H -1.453 2.341 -3.533
23 H -1.652 0.683 -4.349
24 H -2.703 1.216 -2.981
25 H 0.871 1.212 -3.162
26 H 0.997 0.049 -1.815
27 H 0.257 -0.418 -3.574
28 H -1.469 -1.564 0.547
29 H -1.816 -3.233 1.357
30 H -2.535 0.309 -1.115
31 H 0.256 -2.699 2.575

Calculated values
F_max: 5.644 eV/A
ΔE to the lowest compared entry with this formula, charge and spin: 65.6 kJ/mol
charge: +1



[6]
Computed, not measured: 2 unconnected molecules or ions with the total composition C9H18F3N3O7S3 in a non-equilibrium geometry, with ωB97M-V/def2-TZVPD.

Geometry (Å):
1 C 2.449 0.450 1.591
2 C 2.085 0.431 0.058
3 C 3.234 -0.405 -0.630
4 C 2.244 1.871 -0.507
5 C 1.012 2.819 -0.334
6 N 1.199 3.916 -1.314
7 S 0.906 3.661 1.299
8 O 2.156 4.382 1.618
9 O -0.229 4.616 1.254
10 F 0.606 2.638 2.515
11 C -0.263 2.021 -0.749
12 C -0.387 0.571 -0.213
13 C -1.090 0.542 1.202
14 C -1.432 -0.128 -1.164
15 N 0.833 -0.243 -0.289
16 O 0.695 -1.372 0.297
17 H 3.362 -0.147 1.765
18 H 2.719 1.487 1.872
19 H 1.654 0.099 2.261
20 H 3.328 -1.393 -0.153
21 H 4.174 0.150 -0.452
22 H 3.021 -0.491 -1.712
23 H 3.161 2.362 -0.133
24 H 2.389 1.783 -1.602
25 H 1.204 4.811 -0.832
26 H 0.433 3.913 -1.976
27 H -0.228 1.951 -1.858
28 H -1.194 2.574 -0.527
29 H -1.413 1.544 1.534
30 H -2.007 -0.076 1.147
31 H -0.463 0.085 1.981
32 H -1.625 -1.173 -0.833
33 H -2.370 0.455 -1.125
34 H -1.085 -0.100 -2.218
35 N -2.383 -5.088 0.079
36 S -3.219 -3.834 0.541
37 O -4.437 -4.095 1.263
38 O -3.222 -2.691 -0.337
39 F -2.265 -3.325 1.717
40 S -3.091 -5.903 -1.067
41 O -2.509 -7.206 -1.267
42 O -3.445 -5.187 -2.264
43 F -4.507 -6.274 -0.439

Calculated values
F_max: 5.472 eV/A
expectation value of S²: 0.754
charge: -1
multiplicity: 2



[7]
Computed, not measured: a molecular structure, C9H18FNO4P in a non-equilibrium geometry, with ωB97M-V/def2-TZVPD.

Geometry (Å):
1 C -3.824 -3.677 -1.400
2 C -2.978 -2.493 -1.939
3 C -2.119 -1.960 -0.768
4 C -0.776 -1.311 -1.229
5 P 0.709 -2.111 -0.601
6 F 1.682 -2.529 -1.735
7 N 0.410 -3.479 0.292
8 C 0.240 -4.499 -0.408
9 O -0.005 -5.324 -1.159
10 H -4.608 -3.978 -2.092
11 H -4.231 -3.350 -0.438
12 H -3.185 -4.545 -1.206
13 H -2.346 -2.814 -2.775
14 H -3.696 -1.757 -2.307
15 H -2.695 -1.197 -0.240
16 H -1.980 -2.790 -0.072
17 H -0.743 -1.179 -2.317
18 H -0.748 -0.292 -0.818
19 H 1.418 -1.241 0.234
20 C 3.007 2.255 3.205
21 C 1.656 2.938 3.147
22 O 1.658 4.026 2.213
23 C 1.543 3.695 0.932
24 O 1.425 2.575 0.491
25 O 1.599 4.810 0.212
26 C 1.567 4.612 -1.203
27 H 3.794 2.983 3.405
28 H 3.019 1.498 3.989
29 H 3.245 1.774 2.256
30 H 1.422 3.376 4.115
31 H 0.859 2.234 2.907
32 H 0.714 4.002 -1.495
33 H 2.496 4.153 -1.537
34 H 1.473 5.593 -1.658

Calculated values
F_max: 1.126 eV/A
charge: +1



no.,total energy (eV)
1,-65416.85044
2,-64857.53878
3,-90902.63578
4,-99702.07047
5,-27162.87279
6,-69085.03531
7,-31305.35848